9
Properties=species:S:1:pos:R:3 method="wB97M-V/def2-TZVPD" e_tot_ha=-297.03394 relative_energy_ev=0.4941 gap_ev=8.28 charge=-1
N 1.04334 -0.64899 -2.17793
N 0.94642 -2.40157 -0.78984
N 1.62204 -2.69272 -1.83558
N 1.71046 -1.65728 -2.70998
C 0.11232 0.02468 -0.10285
C 0.60334 -1.01625 -1.00702
H 0.71394 0.85537 -0.48840
H 0.36926 -0.38125 0.82664
H -0.93986 0.21054 -0.03953